Computed, not measured: a structure of composition CH4IOOsSe3Te, with ωB97M-V with the def2-TZVPD basis set.

Highest occupied orbital energy (spin up / spin down) ... -11.97 / -12.49 eV
Multiplicity ... 5
Lowest unoccupied orbital energy (spin up / spin down) ... -5.059 / -6.586 eV
Net charge ... +1
Electronic energy ... -217042.11417 eV
Gap between HOMO and LUMO (spin up / spin down) ... 6.92 / 5.90 eV
Energy above the lowest of the compared OMol25 structures with the same formula, charge and spin ... 0.0 kcal per mole

```
12
Properties=species:S:1:pos:R:3:forces:R:3
Os 0.6482 -0.5650 0.5504 0.322 -0.093 -0.368
Se 2.2951 -2.0241 -0.2006 -0.021 -0.157 0.239
Se 1.4183 -4.1945 0.0041 0.116 -0.145 -0.022
Te -0.7046 -3.9228 -1.1748 -0.133 -0.243 -0.186
Se -1.1960 -1.5497 -0.8157 0.023 0.293 0.195
I 1.6388 0.0701 2.7966 0.079 0.090 0.138
C -1.0577 2.0480 -0.3267 0.115 0.073 -0.142
O 0.2724 1.4996 -0.0687 -0.533 0.100 -0.001
H -0.9506 3.0666 -0.6869 0.012 0.029 -0.010
H -1.6648 2.0191 0.5739 0.024 -0.025 0.050
H -1.4917 1.4325 -1.1079 -0.021 -0.006 -0.006
H 0.7926 2.1202 0.4562 0.016 0.086 0.112
```
Positions in Å, forces in eV/Å.



Computed, not measured: the molecule CH4IOP at a distorted geometry, with ωB97M-V with the def2-TZVPD basis set.

Highest occupied orbital energy (spin up / spin down) ... -8.75 / -7.66 eV
Lowest unoccupied orbital energy (spin up / spin down) ... -0.973 / -0.438 eV
Net charge ... 0
Electronic energy ... -20534.51796 eV
Gap between HOMO and LUMO (spin up / spin down) ... 7.78 / 7.22 eV
Energy above the lowest of the compared OMol25 structures with the same formula, charge and spin ... 95.9 kcal per mole

```
8
Properties=species:S:1:pos:R:3:forces:R:3
C -0.6924 1.5280 -0.0078 -1.343 0.733 1.935
O 1.4161 0.0535 0.1756 0.905 1.004 0.082
P 0.6567 -1.2037 0.2269 0.435 -3.989 -1.058
I -1.9023 -0.1409 0.2644 -0.275 1.398 0.122
H -0.4615 1.6412 -1.0330 0.318 0.374 -0.678
H -0.8074 2.4086 0.7232 0.203 -1.748 -1.315
H 0.4489 -1.8315 -1.1184 0.160 0.715 1.034
H 1.3419 -2.4552 0.7691 -0.404 1.512 -0.123
```
Positions in Å, forces in eV/Å.



Computed, not measured: the molecule CH4IOP at a distorted geometry, with ωB97M-V with the def2-TZVPD basis set.

Highest occupied orbital energy ... -9.01 eV
Lowest unoccupied orbital energy ... 0.005 eV
Net charge ... 0
Electronic energy ... -20537.32912 eV
Structure (SMILES) ... POCI
Gap between HOMO and LUMO ... 9.02 eV
Energy above the lowest of the compared OMol25 structures with the same formula, charge and spin ... 31.1 kcal per mole

```
8
Properties=species:S:1:pos:R:3:forces:R:3
C 1.1168 -0.8901 -0.1401 4.450 -4.066 1.088
O 0.2047 -0.1360 -0.5636 -2.925 2.908 -0.993
P -0.0009 1.4912 -0.0840 1.542 -0.416 0.544
I 3.1398 0.3168 0.1060 -0.544 -0.644 -0.113
H 1.3684 -1.7058 -0.9052 -0.118 1.169 1.130
H 1.0792 -1.3437 0.8934 -0.223 0.791 -0.889
H -1.2182 1.3685 -0.6065 -2.177 0.376 -0.615
H -0.4377 1.3045 1.2640 -0.005 -0.117 -0.151
```
Positions in Å, forces in eV/Å.



Computed, not measured: a structure of composition CH4IOPS at a distorted geometry, with ωB97M-V with the def2-TZVPD basis set.

Highest occupied orbital energy ... -8.41 eV
Lowest unoccupied orbital energy ... -0.597 eV
Net charge ... 0
Electronic energy ... -31371.97561 eV
Gap between HOMO and LUMO ... 7.81 eV
Energy above the lowest of the compared OMol25 structures with the same formula, charge and spin ... 87.0 kcal per mole

```
9
Properties=species:S:1:pos:R:3:forces:R:3
C 0.8507 1.7403 -0.0097 -3.817 -2.520 0.331
O -0.0600 -3.0601 -0.3697 0.126 0.001 0.901
P -0.5504 -0.0230 -1.0119 1.977 1.180 0.478
S -0.4222 -1.5586 0.4169 0.214 -0.970 0.514
I -2.5364 0.9005 0.0028 -0.228 0.335 0.059
H 1.8688 1.8360 -0.2088 1.359 0.081 -0.910
H 0.6385 1.3892 0.9868 0.327 -0.246 0.413
H 0.1187 2.5090 -0.1696 0.288 0.652 -0.646
H 0.0922 -3.7333 0.3633 -0.246 1.487 -1.140
```
Positions in Å, forces in eV/Å.



Computed, not measured: the molecule CH4IOPS at a distorted geometry, with ωB97M-V with the def2-TZVPD basis set.

Highest occupied orbital energy ... -8.45 eV
Lowest unoccupied orbital energy ... -0.306 eV
Net charge ... 0
Electronic energy ... -31372.98948 eV
Structure (SMILES) ... CP(I)SO
Gap between HOMO and LUMO ... 8.15 eV
Energy above the lowest of the compared OMol25 structures with the same formula, charge and spin ... 63.6 kcal per mole

```
9
Properties=species:S:1:pos:R:3:forces:R:3
C -0.5567 1.0392 -0.7105 2.982 -3.202 -1.782
O 2.0991 -1.2488 0.2359 0.912 -0.932 -1.216
P -1.0960 -0.5590 0.0898 1.471 -0.761 -0.437
S 0.9546 -1.0136 1.3614 -2.196 0.494 0.334
I -2.7373 0.2581 1.6515 0.223 0.104 0.395
H -1.2925 1.7722 -0.7045 -0.868 1.482 -0.020
H -0.0855 0.7816 -1.7676 -1.714 0.432 1.678
H 0.3954 1.1708 -0.2148 -0.105 1.273 0.644
H 2.3188 -2.2006 0.0589 -0.706 1.110 0.404
```
Positions in Å, forces in eV/Å.



Computed, not measured: a structure of composition CH4IP at a distorted geometry, with ωB97M-V with the def2-TZVPD basis set.

Highest occupied orbital energy (spin up / spin down) ... -9.36 / -9.36 eV
Lowest unoccupied orbital energy (spin up / spin down) ... -1.847 / -1.846 eV
Net charge ... 0
Electronic energy ... -18489.16593 eV
Gap between HOMO and LUMO (spin up / spin down) ... 7.52 / 7.52 eV
Energy above the lowest of the compared OMol25 structures with the same formula, charge and spin ... 54.4 kcal per mole

```
7
Properties=species:S:1:pos:R:3:forces:R:3
C 0.6167 -0.6368 0.1011 -1.321 -1.035 2.000
P -1.0015 -0.1560 -0.5995 -0.245 -0.161 -0.308
I -0.5865 -2.1744 2.1125 1.283 1.059 -1.684
H 1.2190 -1.3419 -0.4477 0.081 -0.221 0.058
H 1.1352 0.0210 0.7837 0.100 -0.053 0.023
H -1.5757 0.2835 0.5927 -0.148 0.081 0.248
H -0.6344 1.1637 -0.9077 0.251 0.330 -0.338
```
Positions in Å, forces in eV/Å.